This record from the OMol25 dataset describes C11H16Cl2N2O2S as an isolated structure at a distorted geometry. The level of theory is the ωB97M-V functional and the def2-TZVPD basis.

```
34
Properties=species:S:1:pos:R:3:forces:R:3:lowdin_charge:R:1
C -2.83310 -1.45162 1.95518 -2.73 -2.87 -10.91 -0.04
N -2.05797 -0.64859 0.87472 -2.85 1.00 2.99 -0.27
C -2.21200 -1.11754 -0.47403 -5.38 -6.84 2.58 -0.14
H -3.36622 -1.24248 -0.80430 1.82 0.92 0.78 0.12
H -1.75224 -0.82889 -1.32026 2.42 1.97 -2.02 -0.02
H -2.06712 -2.32376 -0.37963 0.34 2.69 -0.41 0.13
C -2.74652 0.61539 1.11474 2.72 3.05 -7.04 -0.15
C -1.78277 1.70786 0.02290 -0.40 0.86 8.67 -0.13
C -0.35056 1.55518 0.46102 1.42 -3.29 3.86 -0.30
N 0.68113 2.12107 -0.35349 -1.31 8.43 -0.19 -0.26
S 0.92831 1.52132 -1.72312 -3.49 -11.92 -4.08 0.60
O -0.28231 0.79938 -2.40530 3.29 3.02 3.20 -0.39
O 1.76964 2.01888 -2.68790 2.81 4.39 -2.30 -0.23
C 2.13409 0.18181 -1.01697 -7.54 -3.17 -6.15 -0.34
C 3.12361 0.61190 -0.41696 8.63 5.23 10.04 -0.17
C 4.01028 -0.24178 0.40151 0.15 -1.46 -3.32 -0.50
C 4.04708 -1.74604 0.12531 -8.87 10.96 -5.07 -0.01
C 2.95936 -2.16392 -0.61909 0.43 2.24 -2.33 -0.07
C 2.14536 -1.16540 -1.33734 -0.73 -3.15 2.09 -0.55
Cl 0.77792 -1.90279 -2.12790 0.24 -0.09 -0.39 0.72
H 2.88727 -3.17696 -0.96378 -0.38 -0.40 0.21 0.09
H 4.63395 -2.13605 0.67031 7.81 -6.39 6.69 -0.02
Cl 5.34225 0.56658 1.28644 -1.14 -0.83 -0.52 0.59
H 3.10452 1.74641 0.02030 0.39 -2.60 -1.53 0.16
H 0.42426 3.30160 -0.79297 0.72 -3.76 2.19 0.28
H -0.05042 1.95591 1.55000 -1.23 -0.88 -2.25 0.16
H -0.03557 0.28305 0.56675 -1.02 3.73 -0.46 0.20
H -1.81002 1.63687 -0.95139 -1.06 -0.88 -5.00 0.01
H -2.17031 2.67902 0.42530 0.41 -0.39 -0.84 0.11
H -2.58995 1.00180 2.07192 -0.08 0.47 1.45 0.08
H -3.68874 0.96326 0.54768 0.55 -1.75 1.47 0.13
H -4.00578 -1.52318 1.59211 2.67 0.31 1.19 0.15
H -2.45580 -2.42456 1.84760 0.35 -1.68 0.12 0.05
H -2.71165 -1.17372 2.84062 1.04 3.11 7.30 -0.01
```
Positions in Å, forces in eV/Å.

## Properties
Lowest unoccupied orbital energy: -0.03 eV
F_max: 0.2914 Eh/bohr
Charge: 0
DFT total energy: -54610.35765 eV
Gap between HOMO and LUMO: 8.545 eV
Highest occupied orbital energy: -8.6 eV